Formula: C4H11NO2
Source: OMol25
Level of theory: ωB97M-V/def2-TZVPD

The geometry in ORCA input format:
```
! wB97M-V def2-TZVPD RIJCOSX def2/J DEFGRID3
* xyz 0 1
C 1.848 -0.317 -0.694
C 0.684 0.554 -0.292
O 0.855 1.486 0.470
N -0.550 0.273 -0.856
C -1.636 1.121 -0.399
C -0.890 -1.155 -0.948
H 1.759 -0.649 -1.735
H 2.745 0.277 -0.553
H 1.863 -1.205 -0.065
H -2.596 0.647 -0.589
H -1.612 2.070 -0.928
H -1.561 1.346 0.662
H -0.985 -1.609 0.052
H -1.833 -1.284 -1.483
H -0.083 -1.678 -1.430
O 0.448 -0.306 2.925
H 1.396 -0.170 3.101
H 0.147 0.599 2.762
*
```

## Properties
- Gap between HOMO and LUMO: 10.27 eV
- E_HOMO: -9.39 eV
- Largest force on an atom: 0.7 eV/Å
- DFT total energy: -9911.61357 eV
- Energy above the lowest of the compared OMol25 structures with the same formula, charge and spin: 0.628 eV
- SMILES: CC(=O)N(C)C.O

Population analysis type Löwdin, resulting atomic charges in e: -0.006, -0.527, 0.041, -0.151, -0.061, -0.056, 0.083, 0.085, 0.087, 0.083, 0.090, 0.081, 0.102, 0.088, 0.064, -0.073, 0.045, 0.025

Formula: C5H9N3
Source: OMol25
Level of theory: ωB97M-V/def2-TZVPD

The geometry in ORCA input format:
```
! wB97M-V def2-TZVPD RIJCOSX def2/J DEFGRID3
* xyz 0 1
C -2.197 -0.299 -0.056
N -0.878 -0.232 0.311
C -0.092 -1.471 0.064
N 1.145 -1.585 -0.085
C 1.799 -0.237 0.203
C 1.032 0.940 -0.391
C 0.085 1.860 0.397
N -0.379 0.839 -0.536
H -2.638 0.883 -0.093
H -2.833 -0.901 0.840
H -2.439 -0.823 -1.127
H -0.882 -2.349 -0.142
H 1.620 -0.052 1.292
H 2.877 -0.337 -0.097
H 1.549 1.215 -1.274
H -0.178 2.866 0.059
H -0.052 1.588 1.400
*
```

## Properties
- Gap between HOMO and LUMO: 9.89 eV
- E_HOMO: -8.81 eV
- Largest force on an atom: 6.4 eV/Å
- DFT total energy: -9796.74061 eV
- Energy above the lowest of the compared OMol25 structures with the same formula, charge and spin: 4.726 eV
- SMILES: CN1C=NC[C@@H]2CN21

Population analysis type Löwdin, resulting atomic charges in e: -0.198, -0.223, -0.198, 0.061, -0.145, -0.254, -0.054, -0.069, 0.143, 0.129, 0.113, 0.149, 0.117, 0.121, 0.116, 0.105, 0.089

Formula: C57H68HfNO5S
Source: OMol25
Level of theory: ωB97M-V/def2-TZVPD

The geometry in ORCA input format:
```
! wB97M-V def2-TZVPD RIJCOSX def2/J DEFGRID3
* xyz 1 1
Hf -1.093 2.048 1.742
C -3.630 3.439 -0.017
O -2.457 2.619 0.041
C -2.170 2.049 -1.228
C -2.881 0.925 -1.645
C -3.715 0.119 -0.685
C -2.882 -1.060 -0.227
C -2.997 -2.304 -0.816
C -2.243 -3.396 -0.395
C -1.425 -3.210 0.712
C -1.285 -1.976 1.328
C -0.421 -1.811 2.558
C 0.984 -1.448 2.161
C 1.860 -2.413 1.687
C 3.153 -2.107 1.273
C 3.517 -0.767 1.251
C 2.668 0.230 1.710
C 3.041 1.682 1.570
C 2.619 2.101 0.180
C 3.483 1.910 -0.881
C 3.142 2.252 -2.184
C 1.920 2.882 -2.369
C 1.023 3.081 -1.330
C -0.316 3.738 -1.588
C -1.257 2.671 -2.078
C -1.143 2.199 -3.377
C -1.890 1.126 -3.851
C -2.732 0.485 -2.954
C -1.725 0.687 -5.295
C -1.991 1.885 -6.218
C -0.286 0.184 -5.483
C -2.692 -0.434 -5.684
C 1.333 2.627 -0.040
O 0.470 2.790 0.977
C 4.083 1.902 -3.325
C 5.441 2.582 -3.113
C 4.273 0.378 -3.340
C 3.542 2.330 -4.691
C 1.418 -0.126 2.210
O 0.620 0.863 2.836
C 1.058 1.082 4.185
C 4.105 -3.229 0.891
C 5.498 -2.728 0.500
C 3.529 -4.011 -0.296
C 4.259 -4.151 2.109
C -1.959 -0.861 0.813
O -1.797 0.359 1.346
C -2.310 -4.703 -1.168
C -3.756 -5.206 -1.246
C -1.453 -5.805 -0.542
C -1.784 -4.446 -2.588
H -4.407 2.955 -0.613
H -3.400 4.414 -0.456
H -3.992 3.574 1.003
H -4.623 -0.242 -1.172
H -3.984 0.704 0.201
H -3.706 -2.424 -1.622
H -0.886 -4.043 1.134
H -0.414 -2.743 3.124
H -0.855 -1.018 3.172
H 1.514 -3.434 1.675
H 4.492 -0.479 0.897
H 4.118 1.811 1.691
H 2.522 2.311 2.297
H 4.459 1.499 -0.667
H 1.652 3.247 -3.346
H -0.201 4.508 -2.351
H -0.668 4.203 -0.664
H -0.451 2.694 -4.037
H -3.310 -0.372 -3.255
H -1.277 2.687 -6.056
H -2.991 2.278 -6.045
H -1.918 1.574 -7.256
H 0.436 0.958 -5.235
H -0.128 -0.118 -6.516
H -0.101 -0.673 -4.838
H -3.724 -0.120 -5.548
H -2.507 -1.333 -5.102
H -2.552 -0.684 -6.732
H 5.923 2.231 -2.205
H 5.317 3.660 -3.042
H 6.097 2.362 -3.951
H 4.682 0.023 -2.398
H 4.956 0.096 -4.137
H 3.321 -0.123 -3.507
H 3.408 3.408 -4.742
H 2.597 1.838 -4.910
H 4.251 2.043 -5.464
H 2.149 1.150 4.235
H 0.726 0.261 4.828
H 0.614 2.022 4.525
H 5.459 -2.103 -0.390
H 6.135 -3.581 0.276
H 5.963 -2.169 1.309
H 3.404 -3.354 -1.154
H 2.563 -4.446 -0.056
H 4.210 -4.813 -0.569
H 4.647 -3.595 2.959
H 4.948 -4.960 1.885
H 3.310 -4.589 2.401
H -4.177 -5.312 -0.249
H -3.782 -6.177 -1.737
H -4.387 -4.527 -1.813
H -1.800 -6.055 0.457
H -0.408 -5.513 -0.497
H -1.520 -6.700 -1.155
H -2.366 -3.679 -3.093
H -1.841 -5.362 -3.172
H -0.747 -4.117 -2.556
C -1.032 6.702 2.825
S -2.318 5.524 2.294
C -3.001 5.223 3.963
O -1.566 4.262 1.959
H -1.518 7.601 3.185
H -0.412 6.937 1.966
H -0.425 6.255 3.605
H -3.465 6.136 4.320
H -2.205 4.910 4.631
H -3.744 4.434 3.900
N -1.890 -4.518 8.129
C -2.012 -3.469 7.683
C -2.127 -2.201 7.067
C -1.167 -1.217 7.310
C -1.204 -0.035 6.600
C -2.198 0.182 5.637
C -3.221 -0.761 5.486
C -3.179 -1.948 6.183
C -2.088 1.225 4.678
C -1.923 2.001 3.749
H -0.389 -1.402 8.037
H -0.452 0.723 6.774
H -4.024 -0.558 4.793
H -3.942 -2.698 6.034
*
```

## Properties
- Gap between HOMO and LUMO: 7.96 eV
- E_HOMO: -10.34 eV
- Largest force on an atom: 2.0 eV/Å
- DFT total energy: -84080.57593 eV
- Energy above the lowest of the compared OMol25 structures with the same formula, charge and spin: 0.445 eV

Atomic partial charges in e from the Löwdin method, atoms 1 to 99: 1.666, -0.029, -0.284, -0.172, -0.123, -0.060, -0.121, 0.019, -0.157, 0.031, -0.114, -0.054, -0.108, 0.035, -0.144, 0.042, -0.125, -0.060, -0.119, 0.020, -0.155, 0.026, -0.122, -0.057, -0.111, 0.032, -0.139, 0.048, -0.550, -0.037, -0.028, -0.055, -0.233, -0.223, -0.553, -0.040, -0.036, -0.055, -0.166, -0.264, -0.035, -0.552, -0.058, -0.034, -0.038, -0.220, -0.212, -0.556, -0.042, -0.059, -0.038, 0.115, 0.108, 0.087, 0.133, 0.118, 0.116, 0.107, 0.135, 0.105, 0.117, 0.109, 0.133, 0.113, 0.116, 0.103, 0.133, 0.106, 0.113, 0.112, 0.076, 0.093, 0.088, 0.060, 0.091, 0.092, 0.091, 0.077, 0.089, 0.076, 0.092, 0.087, 0.069, 0.088, 0.088, 0.089, 0.066, 0.089, 0.110, 0.092, 0.092, 0.078, 0.089, 0.088, 0.089, 0.071, 0.089, 0.093, 0.088

Formula: C5H25NO9
Source: OMol25
Level of theory: ωB97M-V/def2-TZVPD

The geometry in ORCA input format:
```
! wB97M-V def2-TZVPD RIJCOSX def2/J DEFGRID3
* xyz 0 1
C 0.654 -1.926 -3.041
C -0.088 -0.858 -2.264
C -0.850 0.060 -3.252
C 0.822 -0.015 -1.372
N 0.907 -0.560 -0.003
C -0.029 -0.213 0.915
O -0.372 0.908 1.235
O -0.339 -1.322 1.666
H -0.109 -2.472 -3.612
H 1.123 -2.588 -2.303
H 1.365 -1.795 -3.860
H -0.974 -1.160 -1.700
H -1.588 0.699 -2.752
H -1.527 -0.498 -3.907
H -0.214 0.674 -3.887
H 1.859 0.041 -1.706
H 0.504 1.026 -1.347
H 1.208 -1.521 0.049
H -1.263 -1.221 2.046
O -0.863 3.691 -2.438
H -0.647 4.409 -1.846
H -0.949 2.881 -1.933
O -0.572 -3.973 1.241
H -0.513 -3.009 1.320
H -1.390 -4.258 1.657
O 2.913 -1.897 3.368
H 1.964 -1.799 3.206
H 3.227 -1.969 2.457
O -2.772 2.552 1.865
H -2.543 3.279 2.450
H -2.010 2.326 1.315
O 0.904 3.077 0.083
H 1.631 3.663 0.252
H 0.740 2.154 0.305
O 2.650 0.467 2.142
H 2.224 1.271 2.450
H 2.846 -0.121 2.897
O -2.532 -0.251 2.476
H -2.545 0.723 2.483
H -2.854 -0.472 3.347
*
```

## Properties
- Gap between HOMO and LUMO: 10.33 eV
- E_HOMO: -10.10 eV
- Largest force on an atom: 3.0 eV/Å
- DFT total energy: -25508.45229 eV
- Energy above the lowest of the compared OMol25 structures with the same formula, charge and spin: 1.244 eV
- SMILES: CC(C)CNC(=O)O.O.O.O.O.O.O.O

Population analysis type Löwdin, resulting atomic charges in e: -0.077, -0.394, -0.084, -0.134, 0.095, -0.560, 0.063, 0.024, 0.080, 0.076, 0.085, 0.140, 0.074, 0.077, 0.087, 0.135, 0.095, 0.143, 0.090, -0.058, 0.022, -0.006, -0.070, -0.028, 0.030, -0.046, 0.041, 0.054, -0.045, 0.057, 0.023, -0.058, 0.038, -0.015, -0.065, 0.038, 0.005, -0.029, 0.030, 0.068

Formula: C7H24N4O5Ru
Source: OMol25
Level of theory: ωB97M-V/def2-TZVPD

The geometry in ORCA input format:
```
! wB97M-V def2-TZVPD RIJCOSX def2/J DEFGRID3
* xyz 1 6
O 4.376 0.280 -0.568
H 4.167 1.257 -0.605
Ru 0.001 0.518 -0.203
N -1.711 0.019 -0.957
N 0.711 -0.887 -1.425
O -3.054 0.357 -0.638
O 1.929 -1.234 -1.668
C -1.647 -0.950 -1.870
C -0.325 -1.417 -2.175
C -2.954 -1.514 -2.292
C 0.015 -2.423 -3.207
H -3.651 -0.824 -2.789
H -3.505 -1.982 -1.438
H -2.698 -2.284 -3.038
H 0.543 -3.222 -2.649
H 0.707 -1.934 -3.911
H -0.885 -2.782 -3.728
H -2.953 1.155 -0.074
H 3.580 -0.053 -1.043
O 1.797 -2.972 0.665
H 2.140 -3.607 1.308
H 2.354 -3.166 -0.112
C 0.206 2.287 -0.918
H 0.347 3.252 -0.429
H -0.298 2.416 -1.872
H 1.321 1.908 -0.947
O -2.028 3.583 3.495
H -2.859 4.089 3.557
H -1.387 4.216 3.868
N -0.905 1.151 1.656
C 0.197 1.194 2.657
C 0.927 -0.133 2.587
N 1.545 -0.265 1.233
H -1.686 0.578 2.003
H -1.308 2.084 1.557
H 0.842 1.990 2.289
H -0.144 1.482 3.653
H 1.777 -0.176 3.273
H 0.282 -1.032 2.676
H 2.403 0.289 1.113
H 1.831 -1.250 0.968
*
```

## Properties
- Gap between HOMO and LUMO (alpha / beta): 6.46 / 7.51 eV
- E_HOMO (alpha / beta): -8.95 / -12.78 eV
- Largest force on an atom: 5.2 eV/Å
- DFT total energy: -26414.97957 eV
- Energy above the lowest of the compared OMol25 structures with the same formula, charge and spin: 0.000 eV

Population analysis type Löwdin, resulting atomic charges in e: -0.090, 0.061, 1.275, -0.195, -0.274, -0.020, -0.063, -0.266, -0.210, -0.018, 0.000, 0.102, 0.115, 0.076, 0.108, 0.109, 0.085, 0.103, -0.005, -0.057, 0.075, 0.069, -0.301, 0.003, 0.008, 0.025, -0.070, 0.057, 0.058, -0.082, -0.220, -0.209, -0.076, 0.116, 0.078, 0.117, 0.119, 0.124, 0.132, 0.087, 0.053

Formula: C48H73FN9O3
Source: OMol25
Level of theory: ωB97M-V/def2-TZVPD

The geometry in ORCA input format:
```
! wB97M-V def2-TZVPD RIJCOSX def2/J DEFGRID3
* xyz 1 1
C 0.846 -2.957 3.541
C 1.922 -2.566 2.821
C 2.279 -3.153 1.502
O 1.623 -4.039 1.073
O 3.375 -2.661 0.918
C 3.275 -2.624 -0.524
C 3.995 -1.399 -1.114
C 3.302 -0.916 -2.413
C 3.445 0.601 -2.739
C 2.877 1.543 -1.638
C 1.512 2.189 -2.008
C 0.527 1.938 -0.856
N -0.485 3.067 -0.631
C -1.468 2.375 0.048
N -1.996 2.675 1.178
C -1.571 3.909 1.874
C -2.700 4.718 2.536
C -3.810 5.221 1.570
C -5.185 4.530 1.758
C -5.656 3.998 0.382
C -6.974 3.216 0.466
C -7.739 3.190 -0.894
C -7.797 1.784 -1.551
C -3.006 1.772 1.756
C -2.244 0.759 2.641
O -3.002 -0.396 2.839
C -1.793 1.386 3.990
N -0.312 1.473 4.034
N -1.747 1.240 -0.782
C -2.251 1.562 -2.146
C -3.401 2.554 -2.193
C -3.149 4.059 -2.253
N -4.569 2.085 -2.225
C -0.392 0.674 -0.985
C 0.067 -0.578 -0.205
C -1.040 -1.420 0.418
F 1.025 -0.245 0.758
H 0.980 -3.379 4.537
H -0.181 -2.830 3.206
H 2.576 -1.798 3.243
H 2.236 -2.667 -0.856
H 3.764 -3.522 -0.910
H 4.044 -0.650 -0.321
H 5.007 -1.704 -1.385
H 3.655 -1.519 -3.251
H 2.221 -1.103 -2.315
H 2.844 0.774 -3.636
H 4.501 0.800 -2.922
H 2.809 1.046 -0.668
H 3.582 2.368 -1.509
H 1.104 1.822 -2.953
H 1.604 3.276 -2.090
H 1.070 1.951 0.093
H 0.071 3.689 -0.049
H -1.084 4.588 1.177
H -0.848 3.655 2.659
H -2.208 5.600 2.953
H -3.195 4.173 3.342
H -3.432 5.146 0.546
H -3.969 6.284 1.767
H -5.947 5.244 2.079
H -5.168 3.725 2.498
H -5.752 4.862 -0.280
H -4.879 3.296 0.061
H -6.807 2.179 0.764
H -7.641 3.708 1.182
H -7.266 3.877 -1.603
H -8.763 3.540 -0.748
H -7.165 1.060 -1.030
H -8.816 1.403 -1.695
H -7.368 1.875 -2.554
H -3.588 1.249 1.000
H -3.687 2.301 2.418
H -1.302 0.556 2.105
H -2.455 -1.104 3.203
H -2.096 0.703 4.791
H -2.218 2.377 4.163
H 0.088 0.645 3.595
H -0.001 1.398 4.999
H -2.597 0.622 -2.575
H -1.472 1.944 -2.821
H -2.093 4.320 -2.239
H -3.737 4.606 -1.517
H -3.515 4.379 -3.236
H -5.214 2.882 -2.264
H -0.205 0.377 -2.018
H 0.584 -1.224 -0.916
H -2.037 -0.987 0.337
H -1.079 -2.438 0.030
H -0.817 -1.484 1.484
N -11.234 1.966 -2.624
C -11.800 0.763 -2.521
C -13.084 0.552 -2.043
C -13.825 1.653 -1.646
C -13.256 2.912 -1.744
C -11.965 3.012 -2.239
H -11.182 -0.070 -2.840
H -13.492 -0.448 -1.984
H -14.831 1.532 -1.267
H -13.801 3.797 -1.445
H -11.482 3.979 -2.337
N 6.462 1.274 -0.023
C 5.966 1.976 0.998
C 6.476 3.194 1.419
C 7.569 3.716 0.749
C 8.105 3.003 -0.309
C 7.516 1.796 -0.653
H 5.114 1.524 1.497
H 6.028 3.719 2.253
H 7.999 4.664 1.048
H 8.960 3.374 -0.858
H 7.902 1.207 -1.478
N 7.452 -6.448 -0.533
C 6.924 -7.675 -0.579
C 5.618 -7.965 -0.215
C 4.813 -6.929 0.227
C 5.341 -5.651 0.285
C 6.657 -5.467 -0.106
H 7.591 -8.456 -0.928
H 5.243 -8.977 -0.276
H 3.787 -7.115 0.522
H 4.745 -4.814 0.626
H 7.111 -4.481 -0.080
N 12.539 -9.828 -0.103
C 12.728 -8.568 -0.495
C 11.718 -7.620 -0.557
C 10.437 -8.002 -0.196
C 10.219 -9.308 0.213
C 11.300 -10.176 0.242
H 13.747 -8.315 -0.771
H 11.931 -6.610 -0.880
H 9.619 -7.291 -0.231
H 9.234 -9.648 0.504
H 11.178 -11.207 0.558
*
```

## Properties
- Gap between HOMO and LUMO: 7.62 eV
- E_HOMO: -10.37 eV
- Largest force on an atom: 3.0 eV/Å
- DFT total energy: -73220.00701 eV

Atomic partial charges in e from the Löwdin method, atoms 1 to 99: 0.058, -0.063, -0.557, 0.132, -0.005, -0.161, -0.145, -0.179, -0.169, -0.168, -0.118, -0.203, 0.150, -0.257, 0.078, -0.098, -0.157, -0.169, -0.192, -0.235, -0.194, -0.235, -0.112, -0.029, -0.365, 0.003, -0.180, 0.008, 0.023, -0.095, -0.392, -0.024, 0.184, -0.159, -0.281, 0.002, -0.021, 0.076, 0.053, 0.116, 0.106, 0.118, 0.098, 0.116, 0.117, 0.087, 0.100, 0.108, 0.086, 0.109, 0.110, 0.118, 0.141, 0.130, 0.122, 0.123, 0.122, 0.095, 0.087, 0.113, 0.115, 0.098, 0.117, 0.074, 0.104, 0.108, 0.087, 0.093, 0.059, 0.044, 0.054, 0.141, 0.113, 0.111, 0.104, 0.122, 0.097, 0.056, 0.075, 0.135, 0.126, 0.065, 0.049, 0.096, 0.055, 0.144, 0.117, 0.077, 0.098, 0.055, 0.048, -0.156, -0.071, -0.078, -0.073, -0.157, 0.104, 0.103, 0.107

Formula: C3H4S2
Source: OMol25
Level of theory: ωB97M-V/def2-TZVPD

The geometry in ORCA input format:
```
! wB97M-V def2-TZVPD RIJCOSX def2/J DEFGRID3
* xyz 0 1
C -1.489 0.931 -0.062
C -1.127 -0.329 0.145
S 0.393 -1.233 -0.080
C 2.061 -0.613 0.023
S 2.735 0.849 0.034
H -2.467 1.283 -0.195
H -0.928 1.834 -0.212
H -1.831 -1.124 0.393
H 2.652 -1.600 -0.045
*
```

## Properties
- Gap between HOMO and LUMO: 8.39 eV
- E_HOMO: -8.86 eV
- Largest force on an atom: 2.0 eV/Å
- DFT total energy: -24843.98078 eV
- Energy above the lowest of the compared OMol25 structures with the same formula, charge and spin: 1.661 eV
- SMILES: C=CSC=S

Population analysis type Löwdin, resulting atomic charges in e: -0.040, -0.486, 0.840, -1.085, 0.600, 0.037, 0.055, 0.050, 0.028

Formula: C4H4INO2S
Source: OMol25
Level of theory: ωB97M-V/def2-TZVPD

The geometry in ORCA input format:
```
! wB97M-V def2-TZVPD RIJCOSX def2/J DEFGRID3
* xyz 0 3
C -0.546 0.366 -0.976
C 0.134 -0.768 -0.312
C -0.984 1.130 0.296
C 0.129 -0.551 1.019
N -0.526 0.640 1.398
O -2.517 -1.014 -2.516
O -1.711 1.156 -3.390
S -1.454 -0.085 -2.731
I 0.292 -1.249 -3.948
H 0.160 1.041 -1.470
H 0.569 -1.606 -0.819
H -1.499 2.072 0.260
H 0.589 -1.159 1.776
*
```

## Properties
- Gap between HOMO and LUMO (alpha / beta): 7.57 / 4.67 eV
- E_HOMO (alpha / beta): -7.43 / -9.41 eV
- Largest force on an atom: 5.3 eV/Å
- DFT total energy: -28728.11689 eV

Population analysis type Löwdin, resulting atomic charges in e: -0.316, -0.135, -0.124, -0.139, 0.062, -0.384, -0.397, 0.233, 0.821, 0.110, 0.064, 0.106, 0.098

Number 4 is which compound?
C5H25NO9